274
Properties=species:S:1:pos:R:3 method="wB97M-V/def2-TZVPD" homo_energy_ev=-7.93 charge=0 smiles=CC1(C)CCCC(C)(C)N1O.CC1(C)CCCC(C)(C)N1O.CC1(C)CCCC(C)(C)N1O.CC1(C)CCCC(C)(C)N1O.CC1(C)CCCC(C)(C)N1O.CC1(C)CCCC(C)(C)N1O.CC1(C)CCCC(C)(C)N1O.COC[C@H](C)N.COC[C@H](C)N.OCCO.OCCO.OCCO orbital_gap_ev=8.03
C -0.1665 -11.8913 -3.8766
C 0.9789 -10.8339 -3.8837
C 2.2888 -11.2575 -4.6536
C 0.4082 -9.4849 -4.4417
C 1.0261 -8.2001 -3.9384
C 0.9649 -8.1950 -2.4106
C 1.6606 -9.4306 -1.7628
C 3.2269 -9.2667 -1.9693
C 1.3370 -9.3988 -0.2131
N 1.2005 -10.7228 -2.3902
O 1.8017 -11.8677 -1.8169
H -0.9782 -11.5842 -3.2170
H -0.5356 -12.0314 -4.8926
H 0.2114 -12.8894 -3.6551
H 3.1075 -10.5392 -4.6965
H 2.8558 -12.0627 -4.1862
H 1.9818 -11.6418 -5.6263
H 0.5958 -9.4118 -5.5129
H -0.6778 -9.4964 -4.3495
H 2.0479 -8.1471 -4.3142
H 0.5284 -7.2945 -4.2852
H -0.0738 -8.1488 -2.0837
H 1.4329 -7.3417 -1.9198
H 3.5516 -9.3483 -3.0066
H 3.7859 -10.1137 -1.5716
H 3.4840 -8.3204 -1.4933
H 0.2576 -9.5370 -0.1505
H 1.6194 -8.4116 0.1528
H 1.8428 -10.1308 0.4164
H 1.0744 -12.1669 -1.2663
C -1.8146 12.8247 1.3671
C -2.4406 11.4312 1.3715
C -3.0205 11.2159 -0.0162
C -1.3296 10.3708 1.5095
C -0.8416 10.1276 2.9396
C -2.0048 9.7824 3.8780
C -3.0836 10.8641 3.8971
C -4.4325 10.1708 4.4659
C -2.6092 12.0673 4.7852
N -3.4904 11.2217 2.5254
O -4.4049 12.2169 2.4973
H -1.2554 13.0291 0.4541
H -2.6431 13.5323 1.4004
H -1.1597 13.0743 2.2020
H -3.4747 10.2291 -0.1061
H -3.8072 11.9669 -0.0886
H -2.2993 11.4366 -0.8031
H -1.8185 9.4953 1.0822
H -0.5293 10.5588 0.7939
H 0.0157 9.4558 2.8982
H -0.3299 11.0446 3.2319
H -1.7004 9.6303 4.9135
H -2.3663 8.8135 3.5337
H -4.9459 9.6339 3.6682
H -5.1584 10.8702 4.8805
H -4.2116 9.3816 5.1845
H -1.9999 12.8155 4.2781
H -2.0035 11.7284 5.6256
H -3.3917 12.6708 5.2450
H -3.9750 13.0711 2.5826
C 3.4967 -5.7680 4.8036
C 4.9684 -5.2239 4.8715
C 4.9986 -3.8719 4.1646
C 5.5233 -4.9983 6.3089
C 5.8641 -6.2091 7.1124
C 6.8448 -7.0714 6.3144
C 6.5323 -7.3280 4.7641
C 7.9298 -7.7577 4.1311
C 5.6027 -8.5212 4.6158
N 5.9570 -6.1027 4.1355
O 5.7487 -6.1726 2.7356
H 3.3530 -6.8438 4.9046
H 2.9105 -5.3123 5.6016
H 3.0175 -5.6212 3.8356
H 4.2499 -3.2004 4.5849
H 5.9458 -3.3458 4.2836
H 4.7144 -3.8586 3.1124
H 6.3560 -4.2993 6.3868
H 4.7583 -4.4350 6.8431
H 6.3002 -5.9008 8.0626
H 4.9896 -6.8188 7.3398
H 6.9576 -8.0174 6.8439
H 7.8578 -6.6690 6.3153
H 7.6983 -8.2409 3.1819
H 8.5586 -8.3606 4.7863
H 8.5180 -6.8525 3.9799
H 4.6845 -8.3293 5.1709
H 6.0090 -9.4280 5.0639
H 5.2240 -8.7504 3.6197
H 4.8719 -6.5606 2.6869
C -0.6233 -1.4223 0.7602
C -0.9383 0.1327 0.7021
C 0.0565 0.7781 1.6397
C -0.6753 0.5925 -0.7643
C -1.0497 2.0996 -1.0561
C -2.5700 2.2964 -0.6853
C -3.0061 1.7597 0.7591
C -2.6455 2.8746 1.8125
C -4.5664 1.5945 0.7196
N -2.3701 0.3996 1.0208
O -2.8082 -0.2289 2.2329
H -1.3659 -2.0253 0.2377
H 0.2918 -1.7881 0.2945
H -0.7742 -1.7769 1.7798
H -0.0452 1.8614 1.5746
H -0.1470 0.6011 2.6958
H 1.1160 0.6244 1.4346
H 0.3690 0.4473 -1.0410
H -1.3082 0.0202 -1.4425
H -0.5200 2.7873 -0.3969
H -0.7992 2.3834 -2.0782
H -3.1038 1.6999 -1.4251
H -2.6627 3.3820 -0.6554
H -3.3055 3.7348 1.7005
H -1.6108 3.2070 1.7290
H -2.6905 2.4284 2.8059
H -4.8133 0.7754 0.0442
H -5.0881 2.4490 0.2887
H -5.0593 1.3047 1.6476
H -2.3188 0.2792 2.8841
C -7.4176 -8.0885 -2.5483
C -5.9967 -7.4878 -2.4719
C -5.1939 -7.9112 -3.6538
C -6.1860 -5.8884 -2.6353
C -6.7617 -5.2904 -1.3195
C -6.0225 -5.6657 -0.0721
C -5.6357 -7.1578 0.0892
C -4.4928 -7.2984 1.0647
C -6.9863 -7.8899 0.5996
N -5.2373 -7.7412 -1.1992
O -4.9158 -9.0552 -1.0625
H -7.8339 -8.2715 -3.5389
H -7.5864 -9.0454 -2.0544
H -8.2597 -7.4895 -2.2015
H -4.2600 -7.3617 -3.7722
H -5.0644 -8.9932 -3.6292
H -5.7640 -7.7817 -4.5737
H -5.2636 -5.4023 -2.9531
H -6.9017 -5.6558 -3.4239
H -6.6916 -4.2074 -1.4217
H -7.8417 -5.4042 -1.2255
H -6.6665 -5.4075 0.7686
H -5.1045 -5.0780 -0.0674
H -3.7401 -6.6027 0.6936
H -4.1094 -8.3187 1.0524
H -4.7212 -6.9234 2.0624
H -7.3131 -7.6859 1.6193
H -6.9253 -8.9781 0.6110
H -7.8988 -7.6057 0.0755
H -3.9877 -9.0977 -1.3040
C 1.1301 7.9486 -4.7988
C 1.5535 6.8952 -5.8522
C 0.2711 6.2105 -6.3406
C 2.0617 7.6526 -7.0862
C 2.7706 6.7586 -8.0932
C 3.9917 6.1026 -7.3437
C 3.6537 5.3388 -6.0941
C 3.2252 3.9015 -6.5193
C 4.9144 5.3112 -5.1947
N 2.6260 6.0107 -5.3151
O 2.2684 5.3036 -4.2354
H 1.9755 8.5357 -4.4400
H 0.3385 8.5053 -5.3002
H 0.6297 7.5223 -3.9294
H -0.3918 6.7140 -7.0442
H 0.5634 5.3456 -6.9361
H -0.2034 5.6996 -5.5028
H 1.2223 8.1355 -7.5866
H 2.6550 8.5422 -6.8746
H 2.1432 6.0248 -8.5991
H 3.0889 7.3386 -8.9595
H 4.7296 6.8433 -7.0355
H 4.4790 5.4209 -8.0407
H 3.0620 3.3797 -5.5763
H 4.0000 3.4033 -7.1019
H 2.2978 3.8371 -7.0885
H 5.3940 6.2555 -4.9368
H 5.5988 4.5406 -5.5496
H 4.5451 4.8031 -4.3039
H 2.6099 5.8258 -3.5058
C 6.5475 -4.7163 -4.4588
C 7.3807 -3.6370 -3.6038
C 8.2756 -4.3822 -2.6453
C 8.2545 -2.8439 -4.6431
C 8.9393 -1.5897 -3.9801
C 7.9129 -0.7711 -3.1360
C 7.0795 -1.5286 -2.0807
C 7.8587 -1.8372 -0.7472
C 5.9083 -0.5375 -1.6848
N 6.5624 -2.6712 -2.8700
O 5.5033 -3.2966 -2.2624
H 7.2857 -5.3205 -4.9860
H 5.7908 -4.2152 -5.0626
H 6.0063 -5.4265 -3.8337
H 9.2522 -3.9142 -2.5210
H 8.5597 -5.3769 -2.9886
H 7.6846 -4.5434 -1.7437
H 9.0721 -3.4497 -5.0341
H 7.5311 -2.3934 -5.3226
H 9.4353 -1.0831 -4.8081
H 9.7792 -1.8077 -3.3203
H 7.3249 -0.2870 -3.9157
H 8.4089 0.0511 -2.6200
H 8.9370 -1.9681 -0.8377
H 7.9492 -0.9687 -0.0948
H 7.5127 -2.6722 -0.1379
H 5.3108 -0.9136 -0.8543
H 6.2445 0.4718 -1.4474
H 5.3249 -0.4749 -2.6034
H 5.9020 -3.7341 -1.5066
C 7.9265 4.7912 1.3469
O 6.7877 5.5631 1.5119
C 6.0396 5.9134 0.3515
C 4.7106 6.3365 0.9543
C 3.8620 5.0694 1.4826
N 3.9081 6.8876 -0.0744
H 8.5086 4.7680 2.2681
H 8.4751 5.2076 0.5021
H 7.6225 3.7598 1.1679
H 6.5984 6.6309 -0.2494
H 5.9303 5.0483 -0.3025
H 4.8131 7.0899 1.7353
H 3.7582 4.3095 0.7080
H 2.8388 5.4191 1.6201
H 4.3566 4.5772 2.3199
H 3.1538 7.3943 0.3665
H 4.4499 7.5986 -0.5445
C -7.8556 -0.2570 5.0962
O -7.5843 0.3562 6.3451
C -7.2312 1.7531 6.3251
C -6.8369 2.3788 7.6747
C -6.4514 3.8114 7.5812
N -5.6934 1.6550 8.2167
H -8.4839 0.3326 4.4287
H -8.3690 -1.2011 5.2782
H -6.9402 -0.3109 4.5070
H -6.4352 1.9264 5.6010
H -8.0489 2.3258 5.8877
H -7.7464 2.2629 8.2643
H -5.5147 4.0221 7.0652
H -6.4798 4.3459 8.5307
H -7.1598 4.3988 6.9971
H -5.6629 1.7704 9.2196
H -5.7691 0.6708 8.0031
O -8.8630 7.8897 -1.3163
C -8.7183 6.9921 -0.1452
C -9.8979 5.8694 -0.0431
O -9.6082 4.8406 -0.9610
H -8.2652 7.5860 -2.0034
H -7.7648 6.4657 -0.1876
H -8.7462 7.6389 0.7317
H -10.7501 6.3675 -0.5055
H -10.1687 5.4724 0.9352
H -9.7049 5.2357 -1.8306
O -2.0959 -0.4197 6.6142
C -1.8694 -1.7795 6.9161
C -3.0975 -2.6281 6.9444
O -3.7564 -2.3299 8.1057
H -2.8120 -0.1121 7.1747
H -1.2166 -2.1099 6.1082
H -1.4031 -1.7407 7.9006
H -2.7207 -3.6494 6.9991
H -3.7980 -2.4680 6.1247
H -4.7074 -2.4408 8.0358
O -6.5628 6.8010 -4.6790
C -5.3803 6.1716 -4.3875
C -5.2316 4.8297 -5.2200
O -5.0367 4.9528 -6.6424
H -6.4442 7.2946 -5.4938
H -4.5760 6.8575 -4.6537
H -5.4811 6.0603 -3.3079
H -6.1412 4.2305 -5.1793
H -4.4536 4.2742 -4.6962
H -5.8864 4.7919 -7.0593